Entry 1:
20
Properties=species:S:1:pos:R:3:forces:R:3 method="wB97M-V/def2-TZVPD" lumo_energy_ev=-3.36 total_charge=+1 gap_ha=0.390
C 1.18215 1.58863 -0.92295 0.7633 0.2029 0.2034
C -0.48088 0.16687 -1.05119 0.0996 0.1038 -0.1012
C 0.34971 -2.89117 0.70726 -0.1862 -0.0523 0.1545
C -1.89993 1.25669 0.65587 -0.6817 0.4482 0.2118
C 1.12990 -2.24909 -0.14370 0.0570 0.1316 0.0974
N 0.43761 0.67001 -1.70556 -0.1771 -0.2876 -0.6977
N 0.51320 1.64572 0.39886 0.3217 0.3454 0.3438
N -0.56545 0.70682 0.35659 0.1069 -0.4369 -0.1237
H 1.23837 2.55536 -1.43010 -0.0949 -0.0148 0.2240
H -1.18768 -0.56579 -1.38839 -0.3136 -0.2263 0.1600
H 2.20324 1.20601 -0.80676 -0.1675 0.0766 -0.0481
H 0.34409 -2.67868 1.76558 0.1109 0.0707 0.1792
H -0.29595 -3.69475 0.39456 -0.1329 -0.1232 -0.1340
H -2.12102 2.07072 -0.03504 0.1448 -0.0849 -0.0164
H -2.65308 0.47986 0.53666 0.1258 -0.1007 0.0070
H -1.93153 1.62553 1.67955 0.1229 -0.0503 -0.0166
H 1.15684 -2.48822 -1.19021 -0.0142 -0.1223 -0.3124
H 1.81235 -1.48038 0.18416 0.1892 0.1453 0.1254
H 0.18144 2.57847 0.62652 -0.2806 -0.2502 -0.0139
H -0.35927 -0.06794 1.01149 0.0066 0.2250 -0.2425

Entry 2:
21
Properties=species:S:1:pos:R:3:forces:R:3 method="wB97M-V/def2-TZVPD" smiles="CC(C)(N)C=[N+]=CON" lumo_energy_ev=-4.39 total_charge=+1 gap_ha=0.362
C 2.09012 0.42581 -0.29896 -2.7706 2.5778 -0.0435
C 0.72505 -0.33390 -0.08385 -0.4330 -0.3372 -1.2740
C 0.71174 -1.52302 -1.04980 0.0452 -1.8003 0.7047
N 0.35067 -0.64971 1.29687 1.6680 0.5621 0.4960
C -0.23321 0.68001 -0.63195 1.8601 -1.0115 1.1342
N -0.47284 1.76444 0.00376 -0.5811 0.5032 -0.2096
C -1.48536 1.99311 0.70644 1.3551 -0.0940 -0.4889
O -2.45348 1.13440 0.77743 -3.5815 -0.4309 1.7681
N -2.39256 -0.11599 0.19113 4.2026 -0.8779 0.2857
H 2.18401 0.76948 -1.41790 0.2206 -0.8512 2.2860
H 2.79049 -0.26190 0.08646 1.4121 -0.3798 0.0081
H 1.91038 1.35443 0.36844 1.2467 -1.2854 -1.0888
H 0.76533 -1.21484 -2.16379 0.1058 -0.6356 1.9405
H 1.60621 -2.25758 -0.71362 -2.2159 1.5465 -1.1464
H -0.30870 -1.99925 -0.82479 1.5421 0.0007 -0.8063
H 1.14708 -0.35389 1.88619 -0.8342 -0.1666 -0.0576
H 0.21883 -1.63541 1.52145 0.1592 0.1005 -0.6019
H -0.26057 0.62041 -1.66270 -0.7274 0.3868 -2.3197
H -1.58297 2.89865 1.26749 -0.5235 0.2547 0.3107
H -3.24534 -0.46284 -0.13615 -2.1156 0.6335 -0.6839
H -2.06487 -0.83240 0.87785 -0.0348 1.3047 -0.2138

Entry 3:
21
Properties=species:S:1:pos:R:3:forces:R:3 method="wB97M-V/def2-TZVPD" lumo_energy_ev="-5.33 / -5.33" total_charge=+1 gap_ha="0.286 / 0.286"
C 1.35614 -1.68911 1.49305 -0.2617 1.3818 -2.7093
C -0.19310 0.04417 1.51131 2.0136 -2.6455 -2.3465
C 1.68795 0.18744 -2.39280 3.4836 1.0998 -1.3942
C -0.75087 0.38880 -2.08555 -3.6668 -0.9935 1.3768
C 0.48599 -0.47751 -1.78143 0.1699 0.7542 -3.1227
N 1.39227 -1.56035 0.18959 0.4303 -1.1772 1.7862
N 0.70392 -0.75452 -0.40180 -2.7269 1.8106 3.2557
N -1.99602 1.21430 3.14279 0.3722 -2.4978 0.1314
O 0.44435 -0.81758 2.13846 -0.7526 1.1515 -1.0579
H 1.62762 -2.50174 2.04562 0.9906 -1.6659 1.3152
H -1.07715 0.60346 2.01441 -0.0098 0.7951 0.0653
H 2.04874 0.99209 -1.74379 -0.2220 0.0915 0.0817
H 2.66831 -0.43323 -2.54927 -2.0959 0.5133 0.4259
H 1.53956 0.71680 -3.39607 -0.3286 -1.0856 1.3404
H -1.17223 1.03421 -1.27293 1.1081 -0.4758 -0.0684
H -1.67113 -0.31608 -2.20783 1.5739 1.0274 -0.0958
H -0.78532 1.07168 -2.93724 0.8707 -0.5731 -0.1531
H 0.36794 -1.40971 -2.37684 -0.1976 0.0522 1.0426
H -2.28513 2.09589 3.38048 -1.0728 3.2308 -0.1470
H -1.57556 0.97358 4.01647 1.1090 -0.5474 0.7325
H -2.81627 0.63741 3.21337 -0.7871 -0.2463 -0.4588

Entry 4:
21
Properties=species:S:1:pos:R:3:forces:R:3 method="wB97M-V/def2-TZVPD" multiplicity=3 lumo_energy_ev="-2.98 / -7.48" total_charge=+1 gap_ha="0.209 / 0.261"
C -1.41457 0.46588 0.32275 -3.9545 -1.9218 -0.0396
C 0.83614 1.01704 0.20660 -3.5006 -0.6797 -4.0301
C -2.84085 0.14503 0.36452 -1.7112 0.4405 -1.7233
C 1.28804 1.58682 -1.06917 -0.2685 0.8660 -1.9151
C 1.62418 -1.22474 1.21106 2.3609 -1.5856 1.2917
N -0.51032 1.28840 0.37892 2.2906 1.5500 1.4404
N -0.45290 -1.12610 -0.00187 -2.5671 -0.9166 -1.6591
N 0.82887 -0.72763 0.10446 2.3497 2.2967 -0.5889
O -0.77241 -1.16942 -1.42623 0.6084 -2.4650 0.5276
H 1.38426 1.14926 1.01584 2.8063 0.6400 3.7706
H -3.03700 -0.86917 0.78988 0.1512 1.0081 -0.1078
H -3.38079 0.15609 -0.72855 1.3071 -0.1238 2.1344
H -3.40912 0.96956 0.90917 0.8018 -1.1717 -0.2602
H 2.37172 1.45863 -1.28470 -0.7618 -0.4329 -0.3129
H 1.19495 2.70445 -0.97308 -0.1277 -0.9262 0.1089
H 0.47839 1.30192 -1.87948 2.1105 0.4041 1.2594
H 1.49290 -2.33628 1.34688 0.3810 1.0269 -0.5947
H 2.75812 -0.94690 0.91187 -2.6817 -0.7623 1.0058
H 1.34872 -0.83231 2.20111 0.0295 0.4403 -0.6281
H 1.40594 -0.91292 -0.70435 -0.4670 -0.1267 -0.9649
H -1.19428 -2.09759 -1.69564 0.8430 2.4395 1.2859

Entry 5:
22
Properties=species:S:1:pos:R:3:forces:R:3 method="wB97M-V/def2-TZVPD" lumo_energy_ev=-4.01 total_charge=+1 gap_ha=0.333
C 3.60368 -0.27713 0.44852 -2.0416 0.0716 0.0110
C -2.47927 -2.32647 1.32488 -0.1960 -0.5433 0.0752
C -0.74452 2.03707 -0.15442 0.0012 0.0763 0.3033
C -0.30045 -0.20039 -1.24672 0.0714 -0.1151 -0.0998
C 0.28010 0.96116 -0.46503 -0.1999 -0.2300 -0.0653
N 2.43948 -0.30459 0.43527 1.0384 -0.3872 -0.3324
N -2.24171 -1.09919 1.24003 0.2819 0.9829 0.0354
N 4.87463 -0.28241 0.45304 1.5014 -0.0781 0.1291
O 1.20710 1.39799 1.97567 0.0891 0.6535 0.7592
S 0.82314 0.28239 1.16563 -0.3531 0.0001 -0.6964
H -1.74191 -3.01546 0.92860 0.1124 -0.1695 -0.0550
H -3.36972 -2.77941 1.76088 -0.0866 0.1280 0.0427
H -1.02293 2.55792 -1.06737 0.0261 -0.0637 -0.1174
H -1.64289 1.59902 0.27691 -0.0747 -0.0097 0.0116
H -0.34070 2.76784 0.54136 -0.0230 0.1106 0.0159
H 0.44515 -0.97201 -1.42529 0.0545 -0.1330 -0.0965
H -0.66418 0.14598 -2.21112 0.0276 0.0648 -0.0746
H -1.13393 -0.62883 -0.69461 -0.0006 -0.0370 -0.0580
H 1.14718 1.39684 -0.96411 0.1157 -0.0314 0.2312
H -2.96661 -0.49149 1.62329 -0.1469 -0.3336 0.0730
H 5.38236 -0.61091 1.26847 -0.0920 -0.0049 -0.1369
H 5.41106 0.03860 -0.34349 -0.1054 0.0486 0.0449

Entry 6:
21
Properties=species:S:1:pos:R:3:forces:R:3 method="wB97M-V/def2-TZVPD" smiles="C=C[C@H](N)N(N)C(=C)N" lumo_energy_ev=0.94 gap_ha=0.322
C 2.16446 1.78010 -1.37525 -0.4174 -0.1131 -0.2693
C 2.00630 0.60284 -0.80383 -1.7852 -1.9910 0.0839
C 0.52863 -0.31235 -0.58155 4.3749 3.7316 -1.8147
N -0.46958 0.02803 -1.55744 -0.2489 -0.6181 -0.4497
N 0.20069 0.00658 0.73470 -2.9716 -5.2570 1.3977
N 0.17441 1.29722 1.09953 -0.9119 1.0643 0.0233
C -1.15572 -1.01279 0.98994 1.0936 2.2254 1.0498
C -2.20538 -0.56055 1.68758 0.5782 0.1957 -0.0067
N -1.01966 -2.33715 0.61832 0.9116 1.0708 0.0678
H 1.31908 2.35955 -1.73308 -0.0327 -0.0310 -0.1047
H 3.13518 2.22897 -1.54767 0.0369 -0.0454 0.2578
H 2.85469 0.05908 -0.39936 0.0317 0.0325 -0.0486
H 0.91300 -1.33060 -0.66692 -0.4346 0.0813 -0.0328
H -0.50620 -0.67208 -2.29070 -0.0657 0.2638 0.0043
H -0.34320 0.93644 -1.98667 0.1277 -0.0863 0.1088
H 0.33854 1.41474 2.09468 -0.3178 -0.0679 -0.3225
H -0.64151 1.79521 0.74513 0.0538 0.1558 0.3883
H -2.92789 -1.23557 2.12740 -0.2017 -0.1154 -0.4086
H -2.34392 0.48098 1.92833 0.3376 0.1017 0.1623
H -0.34247 -2.53840 -0.10296 -0.5739 -0.6365 0.4636
H -1.67947 -2.99025 1.01982 0.4154 0.0389 -0.5498

For the records above, the corresponding relative energy (zero: lowest compared OMol25 entry of this formula, charge and spin) values read 3.5706 5.2612 7.9280 5.1236 1.3845 4.4008 eV.
For the records above, the corresponding largest force on an atom values read 0.0164 0.0837 0.0898 0.1046 0.0397 0.1205 Eh/bohr.